The following is a DFT calculation (wB97M-V/def2-TZVPD) of a 9-piece molecular cluster, C30H39N9 overall in a non-equilibrium geometry.

Values from the calculation:
Structure (SMILES)   c1cc[nH]c1.c1cc[nH]c1.c1cc[nH]c1.c1cc[nH]c1.c1cc[nH]c1.c1cc[nH]c1.CC#N.CC#N.CC#N
Net charge   0
Energy above the lowest of the compared OMol25 structures with the same formula, charge and spin   0.0 kJ/mol
HOMO-LUMO gap   8.174 eV

Structure (XYZ):
```
78
C30H39N9 | the Open Molecules 2025 dataset | wB97M-V/def2-TZVPD
C -5.0533 15.7901 -3.0386
C -3.7684 15.1224 -3.2086
N -2.7792 14.5920 -3.3449
H -5.1659 16.1600 -2.0301
H -5.8388 15.1001 -3.3393
H -5.0813 16.5934 -3.7786
C 3.1080 16.2212 -0.0086
C 1.9670 16.7291 0.7317
N 1.0542 17.0931 1.3147
H 4.0176 16.7967 0.1549
H 2.8909 16.3087 -1.0764
H 3.3299 15.1768 0.1922
C 2.7857 10.4797 1.5342
C 2.3926 9.3022 0.7612
N 2.0685 8.3576 0.2271
H 3.1133 11.2683 0.8679
H 3.6015 10.1946 2.1945
H 1.9032 10.7911 2.0890
N 1.0520 7.0504 -2.4406
C 0.1381 6.0583 -2.6899
C 0.0272 5.9371 -4.0528
C 0.8829 6.9063 -4.6492
C 1.4671 7.5963 -3.6150
H 1.3994 7.3150 -1.5308
H -0.2630 5.4414 -1.9063
H -0.5877 5.2446 -4.6062
H 0.9781 7.0475 -5.7099
H 2.1725 8.4089 -3.6417
N -4.8370 12.4023 0.4722
C -4.1695 13.3652 -0.1945
C -4.2288 14.5409 0.4985
C -5.0482 14.2631 1.6263
C -5.3588 12.9433 1.6326
H -4.9183 11.4557 0.1652
H -3.6652 13.1146 -1.1182
H -3.8530 15.4615 0.0937
H -5.3104 14.9028 2.4566
H -5.9327 12.3157 2.2871
N -2.0238 9.0850 -3.3206
C -2.2383 9.1794 -1.9742
C -2.9106 10.3529 -1.7616
C -3.2147 10.9191 -3.0300
C -2.6335 10.1163 -3.9642
H -1.4386 8.3851 -3.7509
H -1.8480 8.4698 -1.2670
H -3.1361 10.7474 -0.7826
H -3.7433 11.8371 -3.2207
H -2.4583 10.2520 -5.0196
N -0.1100 11.7560 -1.9529
C 1.1233 11.2084 -1.7777
C 2.0199 12.2218 -1.5967
C 1.2731 13.4299 -1.5891
C -0.0296 13.1044 -1.7917
H -0.9578 11.1981 -1.9965
H 1.2777 10.1475 -1.8749
H 3.0762 12.0929 -1.4306
H 1.5814 14.4455 -1.4310
H -0.8936 13.7450 -1.8015
N 7.2234 10.4610 -2.9451
C 8.5327 10.5047 -3.3327
C 8.7197 11.6978 -3.9625
C 7.4888 12.4059 -3.9346
C 6.6006 11.6325 -3.2532
H 6.7516 9.6759 -2.5475
H 9.1827 9.6570 -3.2103
H 9.6755 12.0451 -4.3181
H 7.3937 13.4259 -4.2614
H 5.5800 11.7982 -2.9558
N -0.6017 12.3471 -5.1899
C -1.3142 12.9065 -6.2046
C -0.9545 12.2851 -7.3763
C 0.0583 11.3416 -7.0458
C 0.2291 11.3777 -5.6857
H -0.5817 12.6610 -4.2357
H -2.0720 13.6425 -5.9935
H -1.4023 12.4394 -8.3412
H 0.6242 10.6961 -7.6977
H 0.9367 10.8848 -5.0441
```


The following is a DFT calculation (wB97M-V/def2-TZVPD) of C30H40BBrN7ORhS as an isolated structure in a non-equilibrium geometry.

Values from the calculation:
Net charge   +2
Expectation value of S²   6.011
2S+1   5
HOMO-LUMO gap (spin up / spin down)   8.802 / 6.179 eV

Structure (XYZ):
```
82
C30H40BBrN7ORhS | the Open Molecules 2025 dataset | wB97M-V/def2-TZVPD
Rh 1.5157 0.7796 -0.4186
C 2.9491 -1.9242 -2.3392
C 1.7224 -2.7181 -1.7827
C 0.4348 -2.2788 -2.5910
C 1.4817 -2.5215 -0.3320
C 1.2212 -3.5370 0.6338
C 1.1241 -2.8760 1.8828
N 1.1113 -1.6039 1.6113
N 1.3975 -1.3805 0.3190
B 0.9793 -0.3859 2.5856
N 2.3351 0.2598 2.5629
C 3.3319 0.4030 3.4394
C 4.3531 1.1082 2.8937
C 3.8993 1.4502 1.5863
N 2.6793 0.9132 1.3979
C 4.6195 2.2526 0.4493
C 4.8093 1.3907 -0.7622
C 3.7823 3.5118 0.1599
N -0.1905 0.5085 2.1631
C -1.2331 0.8787 2.9384
C -1.9057 1.9574 2.4244
C -1.1199 2.2708 1.2365
N -0.1080 1.4306 1.0887
C -1.2367 3.4659 0.3050
C -0.5585 4.6901 0.9094
C -2.7042 3.8691 -0.0287
H 3.0801 -1.9969 -3.4553
H 2.7658 -0.8593 -2.1354
H 3.9034 -2.1139 -1.8190
H 1.8412 -3.7509 -1.8555
H 0.2177 -1.2051 -2.4110
H 0.6645 -2.5843 -3.6217
H -0.4449 -2.8619 -2.2709
H 1.2786 -4.6035 0.5637
H 0.9617 -3.1326 2.9361
H 0.8782 -0.8464 3.6855
H 3.2433 -0.0579 4.3714
H 5.2948 1.3869 3.3843
H 5.5592 2.4666 0.9149
H 4.0046 1.2360 -1.4767
H 5.6755 1.7290 -1.4066
H 4.9553 0.3601 -0.3478
H 2.7358 3.3591 -0.1288
H 3.6925 4.1776 1.0060
H 4.1758 4.0995 -0.6404
H -1.4108 0.2387 3.7700
H -2.7149 2.4736 2.8779
H -0.6998 3.2677 -0.6590
H -1.0937 4.9899 1.8016
H 0.4856 4.4717 1.1669
H -0.5747 5.5600 0.2378
H -3.2722 4.2620 0.8187
H -2.6795 4.6949 -0.7496
H -3.2720 3.0576 -0.4278
Br 2.1370 2.9695 -2.8868
C 0.3766 2.3203 -2.8279
C -0.6430 3.0581 -3.5039
C -1.9464 2.7516 -3.2500
C -2.2060 1.6162 -2.4856
C -1.1850 0.9328 -1.8886
N 0.1354 1.4075 -1.9240
H -0.3019 3.8702 -4.1809
H -2.6649 3.3474 -3.7245
H -3.1717 1.1486 -2.4840
H -1.3126 0.1132 -1.1764
C -2.0847 -5.0951 1.9571
S -1.9239 -3.4898 1.2075
O -0.7967 -3.6464 0.2004
C -3.4074 -3.3957 0.2916
C -3.5954 -4.1766 -0.8578
C -4.7280 -3.9255 -1.6270
C -5.6856 -2.9712 -1.1555
C -5.5330 -2.3145 0.0552
C -4.3211 -2.4724 0.7353
H -2.4202 -5.8948 1.2711
H -2.8332 -4.9731 2.7830
H -1.1493 -5.2784 2.4712
H -2.8154 -4.9082 -1.1758
H -4.9278 -4.4665 -2.5365
H -6.6392 -2.8793 -1.7348
H -6.2069 -1.5267 0.3842
H -4.0909 -1.8540 1.6012
```


The following is a DFT calculation (wB97M-V/def2-TZVPD) of C30H40BCl5N6OPt as an isolated structure.

Values from the calculation:
Net charge   0
Energy above the lowest of the compared OMol25 structures with the same formula, charge and spin   0.0 kJ/mol
HOMO-LUMO gap   7.909 eV

Structure (XYZ):
```
84
C30H40BCl5N6OPt | the Open Molecules 2025 dataset | wB97M-V/def2-TZVPD
Pt -0.0141 -0.1182 0.5223
C 2.1366 0.8823 -4.3372
C 2.2654 0.4031 -2.9311
C 3.3168 -0.2533 -2.3279
C 2.9225 -0.4726 -0.9954
N 1.7094 0.0350 -0.8254
N 1.3019 0.5662 -2.0046
B -0.0033 1.3813 -2.0800
N -1.3104 0.5656 -2.0755
N -1.7108 -0.0811 -0.9533
C -2.9265 -0.5691 -1.1752
C -3.3148 -0.2355 -2.4846
C -2.2674 0.4856 -3.0188
C -2.1441 1.0999 -4.3729
C -3.7198 -1.3921 -0.1851
C -3.4851 -0.9264 1.2504
C -3.3180 -2.8670 -0.3222
C -5.2130 -1.2580 -0.5014
N -0.0408 2.3495 -0.8578
N -0.0441 1.9152 0.4360
C -0.0558 2.9964 1.2230
C -0.0639 4.1387 0.4140
C -0.0526 3.6898 -0.8872
C -0.0525 4.4854 -2.1475
C -0.0382 3.0812 2.7341
C 1.2270 3.8418 3.1574
C -0.0362 1.7257 3.4163
C -1.2792 3.8592 3.1928
C 3.7241 -1.1734 0.0780
C 3.6608 -2.6867 -0.1611
C 3.2143 -0.8657 1.4842
C 5.1818 -0.7031 -0.0171
H 3.0200 0.5869 -4.9002
H 2.0466 1.9681 -4.3848
H 1.2612 0.4562 -4.8280
H 4.2422 -0.5394 -2.7964
H 0.0235 2.0277 -3.0831
H -4.2381 -0.4793 -2.9799
H -3.0328 0.8638 -4.9554
H -1.2740 0.7221 -4.9101
H -2.0515 2.1850 -4.3166
H -2.4368 -1.0026 1.5326
H -4.0616 -1.5519 1.9351
H -3.7975 0.1115 1.3858
H -2.2676 -3.0082 -0.0726
H -3.4659 -3.2147 -1.3462
H -3.9278 -3.4845 0.3412
H -5.5284 -0.2134 -0.5034
H -5.7930 -1.7891 0.2556
H -5.4602 -1.6945 -1.4700
H -0.0739 5.1641 0.7398
H -0.0754 5.5449 -1.8995
H -0.9207 4.2570 -2.7656
H 0.8383 4.2894 -2.7442
H 2.1241 3.3047 2.8443
H 1.2477 3.9417 4.2444
H 1.2622 4.8407 2.7229
H 0.8333 1.1401 3.1174
H -0.9494 1.1774 3.1823
H 0.0051 1.8591 4.4989
H -1.3053 4.8640 2.7712
H -1.2747 3.9480 4.2810
H -2.1927 3.3424 2.8939
H 2.6327 -3.0422 -0.0949
H 4.2615 -3.2114 0.5854
H 4.0419 -2.9442 -1.1507
H 2.2327 -1.3014 1.6627
H 3.1498 0.2100 1.6620
H 3.9041 -1.2933 2.2146
H 5.6179 -0.9220 -0.9918
H 5.7813 -1.2140 0.7386
H 5.2560 0.3723 0.1543
Cl 0.0542 -6.5661 3.9129
C 0.0673 -5.2392 2.8157
C -0.0311 -3.9372 3.2876
Cl -0.1655 -3.6278 4.9748
C -0.0239 -2.8739 2.3936
Cl -0.1465 -1.2425 2.9691
C 0.0815 -3.0542 1.0107
O 0.0744 -2.0920 0.1360
C 0.1712 -4.3879 0.5534
Cl 0.2573 -4.6346 -1.1461
C 0.1650 -5.4542 1.4380
Cl 0.2715 -7.0615 0.8365
```


These records have DFT total energy values of -45151.45268; -128783.46929; -109286.14240 eV, in the order they appear.